Formula: C7H28BCsN6O5
Source: the OMol25 dataset
Level of theory: ωB97M-V/def2-TZVPD

* 2S+1: 1
* max |F|: 4.6 eV/Å
* HOMO energy: -9.264 eV
* energy above the lowest of the compared OMol25 structures with the same formula, charge and spin: 3.60 kcal per mole
* LUMO level: -1.9363 eV

Structure (XYZ):
```
48
Properties=species:S:1:pos:R:3:forces:R:3:mulliken_charge:R:1
Cs -3.66179 2.55876 2.99727 0.317 -0.221 -0.351 0.97
O -3.83449 1.69406 -2.65729 0.194 0.373 -0.379 -0.49
O 2.16556 0.46771 4.88885 -0.044 -0.044 0.296 -0.53
O 1.78099 -4.94306 2.83282 0.148 0.281 0.443 -0.66
O -3.27055 -4.93245 -1.70110 -0.053 0.376 -0.113 -0.69
O 4.21450 3.68055 -1.82493 1.404 0.232 -0.335 -0.69
N 0.28187 -3.38215 2.21829 -3.494 0.460 0.313 -0.32
N 2.18640 3.72331 -0.97495 -2.545 1.282 1.496 -0.37
N -3.75659 -2.79204 -1.26816 -1.609 1.327 0.510 -0.37
N -1.78593 -3.28618 -2.15578 1.785 1.647 -0.768 -0.39
N 3.00753 1.79843 -1.61193 -0.011 -2.508 -0.172 -0.34
N 2.37753 -2.97037 1.84616 2.020 1.434 -0.790 -0.35
C 3.13536 1.24823 4.22307 0.491 0.928 0.173 -0.03
C 3.68929 2.32417 5.16641 -0.306 0.167 -0.178 -1.15
C -3.65134 0.58037 -4.76887 -0.010 0.101 -0.838 -0.98
C 1.50648 -3.84944 2.36492 1.096 -1.469 -0.242 0.62
C -2.96522 -3.73954 -1.72793 0.725 -3.487 0.154 0.64
C 3.22039 3.08246 -1.46693 1.538 1.583 -1.056 0.68
C -3.73403 1.90172 -4.08045 -0.264 0.204 1.182 -0.25
B -0.66973 0.41128 -0.06288 -0.017 -0.048 -0.006 0.65
H -2.67704 0.09725 -4.69516 0.076 0.102 0.183 0.33
H 3.72696 1.27192 -2.08661 -0.522 -0.214 0.310 0.18
H -1.41585 -0.24075 0.36424 -3.177 -2.754 1.903 -0.33
H -4.62394 2.46396 -4.36338 -0.113 -0.171 -0.026 0.30
H 0.29875 0.08599 0.28419 3.990 -1.086 1.598 -0.52
H -2.88507 2.54622 -4.30841 0.201 -0.001 -0.043 0.25
H 2.26731 4.71576 -0.80582 -0.190 -0.452 0.056 0.19
H -3.38293 -1.85606 -1.20178 -0.714 -0.074 0.499 0.18
H -4.40759 -0.10200 -4.38086 -0.084 0.064 -0.221 0.27
H -0.91109 1.43014 0.19771 -0.818 4.335 1.084 -0.35
H 2.69434 1.76101 3.36828 -0.155 0.053 -0.167 0.20
H -3.81269 0.82269 -5.81926 -0.118 -0.585 -0.273 0.32
H -3.01601 1.23596 -2.45278 0.209 -0.101 0.579 0.26
H 1.41105 3.15144 -0.67184 -0.264 0.807 0.199 0.14
H -0.92767 -3.81595 -2.20904 -0.657 -0.317 0.012 0.23
H 2.89145 2.96635 5.53946 -0.226 -0.176 0.106 0.29
H 2.01611 -2.25983 1.22599 0.260 -0.019 0.191 0.14
H -4.55751 -3.17708 -0.78818 0.007 0.783 -0.028 0.21
H 4.24689 1.95467 6.02702 -0.076 -0.279 -0.120 0.29
H 2.13922 1.45034 -1.23120 0.388 -0.890 -0.421 0.14
H -1.66141 -2.30086 -1.97211 0.629 -0.098 -0.167 0.18
H 4.33513 3.00944 4.61741 0.198 -0.192 -0.157 0.36
H -0.68840 0.25731 -1.13067 -0.187 -0.389 -4.418 -0.33
H 3.96887 0.66772 3.82762 0.016 -0.374 0.098 0.26
H 1.78412 -0.15986 4.27058 0.073 -0.105 -0.104 0.29
H 3.37490 -3.12439 1.80583 -0.420 -0.377 0.077 0.21
H -0.48201 -3.88707 2.64449 0.251 0.008 -0.297 0.18
H 0.05772 -2.54003 1.70772 0.059 -0.115 0.207 0.15
```
Positions in Å, forces in eV/Å.

***

Formula: C4H6O2
Source: the OMol25 dataset
Level of theory: ωB97M-V/def2-TZVPD

* 2S+1: 1
* max |F|: 1.0 eV/Å
* HOMO energy: -9.725 eV
* energy above the lowest of the compared OMol25 structures with the same formula, charge and spin: 6.35 kcal per mole
* SMILES: O=C=O.C=CC
* LUMO level: 0.7217 eV

Structure (XYZ):
```
12
Properties=species:S:1:pos:R:3:forces:R:3:mulliken_charge:R:1
O 1.25677 -1.67395 -1.27808 0.514 -0.549 0.713 -0.39
O 2.05655 -1.49791 0.90402 -0.207 -0.371 -0.721 -0.40
C -0.47003 0.50748 -0.49190 0.147 0.146 0.024 0.09
C -1.51862 0.12824 0.52529 0.004 0.055 -0.034 -0.97
C 1.66224 -1.61753 -0.18660 -0.128 0.534 -0.108 0.81
C 0.67090 1.12091 -0.19279 -0.018 -0.120 0.000 -0.91
H -1.72494 0.98996 1.16875 -0.069 -0.216 -0.017 0.31
H -2.44756 -0.17779 0.03412 0.134 0.079 0.158 0.31
H -1.18972 -0.70016 1.17023 -0.050 0.183 -0.191 0.22
H -0.65685 0.23515 -1.53140 -0.016 0.108 0.202 0.33
H 1.40915 1.35016 -0.95841 -0.162 0.001 0.106 0.33
H 0.95211 1.33544 0.83677 -0.148 0.148 -0.133 0.28
```
Positions in Å, forces in eV/Å.